Record 1
{
  "formula": "C35H30BrN6OV",
  "method": "ωB97M-V with the def2-TZVPD basis set",
  "orbital_gap_ev": [5.157, 7.648],
  "s_squared": 3.783,
  "lumo_ev": [-2.79, -2.79],
  "multiplicity": 4,
  "de_lowest_ev": 3.4202,
  "charge": 1,
  "homo_ev": [-7.9489, -10.4405],
  "elements": ["C", "O", "H", "C", "V", "C", "C", "Br", "C", "H", "C", "H", "H", "C", "C", "C", "C", "H", "C", "H", "C", "C", "H", "C", "H", "C", "H", "H", "C", "N", "C", "N", "C", "C", "H", "H", "C", "C", "H", "H", "C", "H", "C", "H", "C", "H", "C", "N", "N", "H", "C", "H", "H", "C", "H", "C", "C", "H", "C", "H", "H", "H", "H", "H", "H", "C", "H", "H", "N", "C", "N", "C", "C", "C"],
  "coordinates": [[2.623229, 0.352667, 0.496977], [0.615288, 1.271234, -1.201744], [-1.789502, -2.811910, -1.473353], [2.015615, 1.671247, 0.795803], [-0.088320, -0.268097, -0.333211], [3.153315, -4.506910, -1.008016], [-0.499453, -4.513728, -1.757283], [4.028168, 5.286445, 0.136255], [0.087638, -2.151873, 2.156303], [2.368774, 3.393556, 3.401481], [-0.302557, -2.867085, 3.268424], [4.065132, 2.445334, 1.389179], [4.422084, -1.639506, 0.285268], [-2.364044, -1.682070, 3.208723], [-2.637813, 0.194140, 1.580993], [-2.480040, 1.976915, -0.094764], [1.580793, 4.324736, 1.499698], [-3.303427, -0.137541, -5.381414], [3.028698, 2.740246, 1.252379], [-2.763879, 2.908178, 1.855915], [-0.601100, -0.239551, -3.370808], [0.787607, -4.971194, -1.648956], [-2.350037, 1.013282, 2.233342], [2.358656, -1.898152, -0.235887], [-3.548121, 2.109239, -0.309347], [-0.661521, 3.010553, 1.423486], [-0.247184, 3.545114, -1.253722], [-0.804479, -0.177853, -5.495101], [2.058929, 3.154413, 2.389313], [-2.247568, 0.530209, 0.207650], [-1.564188, -2.641687, 3.796825], [-0.209413, 1.968622, 1.997306], [0.506859, 3.534839, -0.477952], [1.948502, 3.519828, -0.872392], [0.375934, -3.588348, 3.700321], [5.087302, -3.899647, -0.399596], [1.795915, -4.124271, -1.150755], [-3.073111, -0.285230, -0.709219], [-1.911428, -3.195478, 4.658893], [-3.052918, -1.314032, -0.334670], [2.658105, 3.966759, 0.406550], [2.311138, 3.787099, -1.853866], [-1.324308, -0.200774, -4.548416], [1.471206, 1.098846, 2.865505], [4.050278, -3.607799, -0.505700], [-1.292886, -5.142704, -2.134333], [-2.708494, -0.177247, -4.478773], [-0.690809, -1.232913, 1.561273], [0.132153, -2.373007, -0.903375], [-1.932544, 2.189837, -1.013054], [-0.782051, -3.198092, -1.376325], [-3.720066, 0.044609, 1.668307], [1.705330, 5.304803, 1.951014], [3.673768, -2.306832, -0.114934], [3.459778, -5.502156, -1.299974], [-3.324266, -0.188554, -3.236779], [-2.528492, -0.242601, -2.105516], [-4.117806, 0.046180, -0.692981], [1.411178, -2.820655, -0.776480], [3.701464, 0.267228, 0.528444], [1.041635, -5.982038, -1.943710], [1.062042, -2.307895, 1.720118], [-2.361960, 3.976683, 0.547022], [-3.346288, -1.449529, 3.597604], [-4.400799, -0.148770, -3.141188], [1.224489, 1.886343, 2.154382], [-0.363973, 5.065329, 0.808612], [0.480984, -0.226800, -3.358675], [1.840030, -0.665289, 0.102774], [0.196946, 4.132307, 0.874047], [-1.196964, -0.276832, -2.178081], [1.261055, 2.223424, -0.444950], [-1.885066, -0.983692, 2.109230], [-2.113136, 3.008070, 0.985861]],
  "forces_ev_per_angstrom": [[-0.1, 0.0, 0.0], [0.1, 0.2, -0.2], [0.0, 0.0, 0.0], [0.0, 0.1, 0.0], [0.3, -0.3, 0.0], [-0.1, 0.0, 0.0], [0.0, 0.0, 0.0], [0.0, 0.0, 0.0], [0.0, 0.0, 0.0], [0.0, 0.0, 0.0], [0.0, 0.0, 0.0], [0.0, 0.0, 0.0], [0.0, 0.0, 0.0], [0.0, 0.0, 0.0], [0.0, 0.0, 0.0], [0.0, -0.1, 0.0], [0.0, 0.0, 0.0], [0.0, 0.0, 0.0], [0.0, 0.0, 0.0], [0.0, 0.0, 0.0], [0.0, 0.0, 0.0], [0.0, 0.0, 0.0], [0.0, 0.0, 0.0], [0.0, 0.0, -0.1], [0.0, 0.0, 0.0], [0.0, -0.1, 0.0], [0.0, 0.0, 0.0], [0.0, 0.0, 0.0], [0.0, 0.0, 0.0], [0.0, 0.0, 0.0], [0.0, 0.0, 0.0], [0.0, 0.0, 0.0], [-0.1, 0.1, 0.0], [0.0, 0.0, 0.1], [0.0, 0.0, 0.0], [0.0, 0.0, 0.0], [0.0, 0.0, 0.0], [0.0, 0.1, 0.1], [0.0, 0.0, 0.0], [0.0, 0.0, 0.0], [-0.1, -0.1, 0.0], [0.0, 0.0, 0.0], [0.0, 0.0, 0.0], [0.0, 0.0, 0.0], [0.1, 0.0, 0.0], [0.0, 0.0, 0.0], [0.0, 0.0, 0.0], [-0.1, -0.1, 0.2], [0.0, 0.0, 0.0], [0.0, 0.0, 0.0], [0.0, 0.0, 0.0], [0.0, 0.0, 0.0], [0.0, 0.0, 0.0], [-0.1, -0.1, 0.0], [0.0, 0.0, 0.0], [0.0, 0.0, 0.0], [0.0, 0.0, -0.1], [0.0, 0.0, 0.0], [0.1, 0.1, 0.0], [0.0, 0.0, -0.1], [0.0, 0.0, 0.0], [0.0, 0.0, 0.0], [0.0, 0.0, 0.0], [0.0, 0.0, 0.0], [0.0, 0.0, 0.0], [0.0, 0.0, 0.0], [0.0, 0.0, 0.0], [0.0, 0.0, 0.0], [-0.1, 0.1, 0.1], [0.0, 0.0, 0.0], [-0.1, 0.1, -0.1], [0.0, -0.2, -0.1], [0.0, 0.0, 0.0], [0.0, 0.0, 0.0]]
}

Record 2
{
  "formula": "C3H8N2O2",
  "method": "ωB97M-V with the def2-TZVPD basis set",
  "orbital_gap_ev": 9.975,
  "lumo_ev": 0.77,
  "multiplicity": 1,
  "de_lowest_ev": 1.1473,
  "smiles": "c1c[nH]cn1.O.O",
  "charge": 0,
  "homo_ev": -9.2004,
  "elements": ["N", "H", "H", "H", "C", "N", "H", "H", "H", "O", "H", "H", "O", "C", "C"],
  "coordinates": [[0.548085, 0.435923, 2.624629], [1.986889, 1.836550, 2.005434], [-1.622674, -0.367043, -3.019343], [1.048292, 0.368332, -1.572021], [1.187968, 1.181430, 1.692292], [0.764358, 0.919714, 0.489770], [0.866839, 0.469976, 3.582289], [-0.702862, -0.501147, -0.186286], [-1.146615, -0.814528, 2.551544], [1.199230, 0.038009, -2.469692], [1.448745, -0.881034, -2.333796], [-2.678428, -1.401674, -3.360910], [-2.341647, -0.878379, -2.623620], [-0.221851, -0.013273, 0.654347], [-0.336336, -0.392859, 1.965367]],
  "forces_ev_per_angstrom": [[0.8, 0.5, 0.0], [0.0, 0.1, -0.3], [0.0, 0.0, 0.2], [0.2, 0.3, 0.1], [0.3, -0.2, 0.6], [-0.1, 0.1, -0.5], [-0.6, -0.4, 0.0], [-0.2, 0.4, 0.1], [0.4, -0.6, -0.5], [-0.2, -0.1, 0.0], [0.0, 0.0, -0.1], [0.0, 0.0, 0.2], [0.1, 0.0, -0.3], [-0.1, -1.2, -0.1], [-0.6, 1.1, 0.7]]
}

Record 3
{
  "formula": "C6H10O",
  "method": "ωB97M-V with the def2-TZVPD basis set",
  "orbital_gap_ev": 9.874,
  "lumo_ev": 0.88,
  "multiplicity": 1,
  "de_lowest_ev": 5.3000,
  "charge": 0,
  "homo_ev": -8.9937,
  "elements": ["H", "H", "H", "H", "C", "C", "C", "H", "H", "O", "H", "H", "H", "H", "C", "C", "C"],
  "coordinates": [[0.578687, 0.967995, -1.909754], [-0.398645, -2.561854, -1.105889], [-1.593587, -1.665617, -0.141781], [-0.251863, -2.512505, 0.658351], [0.226734, 0.270246, 1.383721], [-0.534774, -1.928525, -0.233475], [0.448832, 0.047261, 2.547578], [0.468732, -0.190695, -2.035220], [0.627422, -0.051427, 3.595379], [-1.572312, 0.732265, -0.179136], [-1.840319, 1.612705, 0.119420], [0.127635, 2.713145, -0.619161], [1.377111, -0.798350, -0.380074], [1.631286, 1.740051, -0.419880], [-0.178364, 0.619641, -0.021219], [0.304116, -0.695820, -0.534606], [0.579310, 1.701483, -0.724255]],
  "forces_ev_per_angstrom": [[0.0, 3.1, 2.4], [-0.2, -0.4, 0.0], [0.3, 0.0, -0.1], [0.2, 0.5, -0.3], [-0.5, 1.6, 1.2], [0.1, 0.0, -0.5], [-0.1, 0.2, -0.4], [-0.8, -2.2, 2.8], [0.0, -0.2, -0.2], [0.0, 0.2, 0.0], [0.1, -0.2, 0.0], [0.2, -0.7, -0.5], [-0.1, -0.1, 0.1], [-0.2, 0.0, -0.1], [0.7, -0.9, 1.0], [0.1, -0.1, -3.7], [0.2, -0.8, -1.8]]
}

Number 1: E_tot -143495.2036 eV. Number 2: E_tot -10315.8050 eV. Number 3: E_tot -8425.9404 eV.